Entry 1:
{"formula": "C23H32N4O3", "method": "the ωB97M-V functional and the def2-TZVPD basis", "elements": ["C", "H", "O", "C", "C", "C", "C", "C", "C", "H", "H", "C", "H", "H", "C", "N", "C", "O", "C", "C", "C", "C", "H", "H", "C", "O", "N", "C", "H", "C", "H", "H", "C", "N", "C", "C", "C", "N", "C", "H", "H", "H", "H", "C", "H", "H", "H", "H", "H", "H", "H", "H", "H", "H", "H", "H", "H", "H", "H", "H", "H", "H"], "xyz": [[-4.68194, -3.54294, 1.19753], [-5.63682, -3.14665, 1.55777], [-4.36219, -3.04254, -0.07757], [-4.19476, -1.69773, -0.22495], [-4.31463, -0.75969, 0.79286], [-4.09953, 0.58222, 0.52346], [-3.76572, 1.02181, -0.74752], [-3.67135, 0.07625, -1.76563], [-3.87921, -1.26198, -1.51303], [-3.80431, -1.99764, -2.29842], [-3.43052, 0.39600, -2.76966], [-3.44982, 2.46450, -1.01697], [-3.78798, 3.08651, -0.18749], [-3.95638, 2.79575, -1.92578], [-1.93956, 2.68662, -1.20999], [-1.17800, 2.38901, -0.01988], [-0.69411, 3.39159, 0.75272], [-0.87868, 4.56768, 0.50690], [0.08172, 2.88828, 1.95109], [1.16127, 1.87602, 1.55294], [0.66257, 0.88107, 0.49812], [-0.85808, 1.02485, 0.31912], [-1.21555, 0.36996, -0.47648], [-1.35941, 0.72603, 1.24739], [0.95978, -0.56495, 0.89154], [1.24049, -0.90752, 2.02281], [0.80003, -1.43800, -0.12527], [1.09539, -2.84539, 0.01521], [0.29557, -3.42093, -0.46082], [2.44342, -3.22192, -0.60284], [2.59228, -4.29589, -0.49007], [2.44473, -2.97494, -1.66533], [3.60545, -2.48525, 0.06241], [3.65916, -1.10362, -0.34495], [4.11818, -0.05581, 0.37612], [4.03711, 1.04655, -0.44924], [3.51072, 0.56752, -1.65976], [3.29072, -0.73525, -1.57673], [3.20561, 1.33618, -2.89706], [2.53862, 2.16946, -2.67690], [4.12148, 1.74414, -3.32274], [2.73856, 0.68295, -3.62933], [4.31929, 2.05354, -0.21813], [4.55578, -0.17382, 1.78882], [4.90218, 0.79258, 2.14383], [5.36418, -0.89721, 1.89276], [3.71935, -0.49458, 2.41128], [4.54960, -2.97447, -0.21029], [3.49546, -2.51565, 1.14888], [1.09819, -3.05706, 1.08730], [0.76511, -1.08561, -1.06969], [1.13840, 1.08292, -0.46618], [1.47185, 1.31856, 2.43938], [2.03224, 2.40661, 1.16845], [-0.62958, 2.42005, 2.63592], [0.52822, 3.74253, 2.45950], [-1.57307, 2.06789, -2.03526], [-1.75926, 3.74011, -1.43922], [-4.19140, 1.29916, 1.32696], [-4.57100, -1.05751, 1.79731], [-3.89616, -3.31815, 1.92620], [-4.76371, -4.62222, 1.07863]], "forces_ev_per_a": [[-0.0459, -0.0738, 0.2072], [0.0436, -0.0023, -0.0031], [0.0572, 0.1963, -0.2946], [0.0588, 0.0724, -0.0391], [-0.0538, -0.3952, 0.1174], [0.0116, 0.1148, -0.2696], [-0.2003, 0.1307, 0.1348], [-0.0641, -0.0592, 0.1320], [-0.0026, -0.1615, 0.0729], [0.0029, -0.0936, -0.1002], [0.0346, 0.0264, -0.1287], [0.3090, -0.0338, -0.1159], [-0.0227, 0.0608, -0.0342], [-0.0581, 0.0602, 0.0067], [-0.2907, 0.3756, -0.0679], [-0.1013, -0.0583, -0.2357], [0.1011, -0.0456, 0.3572], [-0.0374, 0.4370, -0.0163], [0.1497, 0.1616, -0.0358], [0.0168, -0.0722, 0.0337], [-0.0374, -0.0849, 0.2564], [0.3196, -0.3430, 0.1014], [-0.0216, 0.0537, 0.1247], [-0.0004, -0.1141, -0.1109], [-0.1955, 0.4107, -0.5582], [0.1515, -0.1646, 0.5216], [-0.2397, -0.2444, -0.1714], [0.0840, -0.2450, -0.0356], [0.0500, -0.0132, 0.1038], [-0.1124, 0.2158, 0.2428], [0.0376, -0.0330, -0.0178], [0.0294, -0.1659, 0.0097], [0.0081, -0.6255, -0.1577], [0.2092, 0.6611, 0.2238], [-0.0152, 0.1949, -0.0920], [0.0329, -0.1884, 0.0710], [0.0911, -0.1564, 0.2371], [-0.1427, -0.0976, -0.7436], [0.0296, -0.0710, 0.0284], [-0.0458, 0.0522, -0.0578], [-0.0009, 0.0518, -0.0846], [-0.0352, 0.0079, -0.0795], [0.0685, 0.2171, 0.1307], [-0.0309, -0.0930, 0.0335], [0.0424, 0.0259, 0.0369], [0.0663, -0.0070, 0.0730], [-0.0087, -0.0119, 0.0869], [-0.0855, 0.0628, 0.1004], [0.0520, 0.0268, -0.0674], [-0.0694, -0.0508, -0.1350], [0.0460, 0.1541, 0.1261], [-0.0454, -0.0433, 0.0152], [0.0408, 0.0548, -0.0858], [0.0127, -0.0037, 0.0100], [-0.0172, -0.0005, 0.0380], [-0.1417, -0.0148, -0.0418], [0.0054, 0.0238, 0.0056], [0.0190, -0.1808, -0.0660], [0.0044, 0.0906, 0.0836], [-0.0193, -0.0706, 0.0829], [-0.0383, 0.0061, -0.0204], [-0.0058, 0.0726, 0.0616]], "e_above_lowest_kj_mol": 144.54, "total_energy_ev": -36474.64286, "lumo_ev": 0.620, "e_homo_ev": -8.43, "smiles": "COc1ccc(CCN2C[C@H](C(=O)NCCCn3nc(C)cc3C)CCC2=O)cc1", "orbital_gap_ev": 9.0}


Entry 2:
{"formula": "C23H32N5", "method": "the ωB97M-V functional and the def2-TZVPD basis", "elements": ["C", "N", "C", "C", "C", "C", "C", "C", "C", "C", "C", "C", "N", "C", "C", "C", "C", "C", "C", "H", "H", "H", "H", "H", "H", "H", "H", "H", "H", "H", "H", "H", "H", "H", "H", "H", "H", "H", "H", "H", "C", "C", "N", "C", "N", "C", "C", "C", "N", "H", "H", "H", "H", "H", "H", "H", "H", "H", "H", "H"], "xyz": [[-5.24521, -1.92451, 1.38558], [-5.08506, -0.87351, 2.37157], [-6.20975, -0.78836, 3.28142], [-3.93552, -0.15302, 2.50328], [-3.83793, 0.93735, 3.41973], [-2.63500, 1.63154, 3.58250], [-1.48790, 1.29030, 2.84129], [-0.11349, 1.99239, 2.98400], [1.18219, 1.15929, 2.82014], [2.43310, 1.79727, 2.89738], [3.61776, 1.07273, 2.91841], [3.62328, -0.30587, 2.57267], [4.80028, -1.00855, 2.43259], [5.87908, -0.93413, 3.39485], [5.01525, -1.95250, 1.35616], [2.37772, -0.93137, 2.37380], [1.20007, -0.22649, 2.62118], [-1.64602, 0.33499, 1.82542], [-2.79788, -0.43472, 1.70052], [-4.83049, -1.63945, 0.41128], [-4.78133, -2.87168, 1.70578], [-6.32384, -2.09124, 1.27884], [-6.20418, 0.11538, 3.89477], [-7.12605, -0.80055, 2.67769], [-6.24393, -1.66684, 3.94461], [-4.70230, 1.25952, 4.00434], [-2.62913, 2.44442, 4.30760], [-0.12420, 2.68811, 2.12362], [2.50229, 2.88476, 2.98198], [4.56779, 1.57057, 3.11650], [5.79238, -0.03727, 4.01708], [5.91106, -1.82801, 4.04308], [6.82918, -0.91176, 2.84712], [4.61341, -1.56039, 0.40961], [6.10217, -2.07687, 1.25938], [4.55561, -2.93517, 1.55206], [2.35123, -1.98165, 2.09084], [0.27297, -0.78874, 2.68956], [-0.81775, 0.15365, 1.14888], [-2.80000, -1.26229, 0.99209], [-0.75706, 3.25199, 6.45147], [-0.19634, 2.20935, 5.51727], [-0.07202, 2.79862, 4.17488], [0.42140, 4.05687, 4.11960], [0.54615, 4.84472, 5.18544], [0.12256, 4.48749, 6.52157], [1.17673, 6.10639, 4.84489], [1.40876, 6.00633, 3.34594], [0.87513, 4.69588, 3.02287], [-1.75801, 3.54422, 6.11039], [-0.84854, 2.83757, 7.45941], [0.78920, 1.89620, 5.88996], [-0.83956, 1.33346, 5.43256], [-0.41110, 5.35654, 6.94177], [1.01944, 4.28942, 7.13577], [0.50610, 6.94014, 5.09797], [2.11443, 6.23138, 5.40719], [0.87538, 6.78192, 2.78681], [2.46949, 6.06350, 3.07457], [0.83645, 4.30131, 2.09084]], "forces_ev_per_a": [[0.1172, -0.0984, 0.0038], [-0.3460, -0.0034, -0.1262], [-0.1674, -0.0502, 0.0887], [0.3415, 0.3973, 0.2571], [0.4367, -0.0651, -0.2982], [0.0010, -0.5737, -0.2220], [0.1242, -0.0731, -0.2004], [-0.4284, -0.4990, -1.5278], [-0.0579, -0.5637, 0.1594], [0.0439, -0.0826, 0.4267], [-0.0732, -0.3635, -0.4178], [-0.5497, 0.3217, 0.2160], [0.6145, 0.1190, -0.1309], [0.0860, 0.0454, -0.0283], [-0.3769, -0.1296, 0.0418], [0.2570, 0.4808, 0.2249], [-0.1151, 0.0645, -0.0087], [-0.2082, -0.1347, 0.4833], [-0.0795, 0.4079, 0.1823], [-0.1238, -0.0217, 0.2106], [-0.0676, 0.1658, -0.1021], [0.3528, -0.0825, -0.1708], [-0.0028, -0.2703, -0.2177], [0.0818, 0.1462, 0.2833], [0.0246, 0.2083, -0.0244], [0.4240, -0.1637, -0.2371], [0.1241, -0.1524, -0.1465], [0.1025, -0.0848, 0.3929], [-0.0006, -0.3752, 0.1692], [-0.2815, -0.0401, -0.2486], [0.0567, -0.2651, -0.0899], [-0.1032, 0.2741, -0.0412], [-0.0433, 0.1993, 0.2537], [0.0976, -0.1310, 0.2581], [-0.3773, -0.1205, -0.1572], [0.2097, 0.0867, -0.1133], [-0.0783, 0.1765, 0.2358], [0.1976, 0.1068, -0.2245], [-0.1514, -0.1050, 0.0632], [-0.1061, 0.3564, 0.1176], [-0.6844, 0.1844, 0.4452], [0.4166, -0.0416, -0.1145], [0.6521, 1.9941, 0.5321], [-0.2947, -0.8312, -0.2588], [-0.0107, -0.3664, -0.1912], [0.3750, 0.1135, 0.3127], [0.0859, 0.6284, 0.6966], [0.2141, 0.3864, -0.8007], [-0.4841, -0.7377, -0.1465], [0.1095, -0.0889, 0.1161], [-0.0754, 0.0276, -0.1562], [-0.0935, -0.1300, -0.2690], [0.0701, 0.1168, 0.0676], [0.1519, -0.4141, -0.0108], [-0.3185, 0.1531, -0.1106], [0.2053, -0.1993, 0.0075], [-0.2809, -0.0230, -0.1361], [0.1026, -0.0877, 0.1486], [-0.2013, -0.0064, 0.1154], [0.1053, 0.2145, 0.4181]], "total_energy_ev": -31814.95890, "charge": 1, "lumo_ev": -2.059, "e_homo_ev": -9.65, "smiles": "CN(C)c1ccc(C(c2ccc(N(C)C)cc2)N2CCCN3CC[NH+]=C32)cc1", "orbital_gap_ev": 7.6}